Formula: C10H12ClNO3
Source: the OMol25 dataset
Level of theory: ωB97M-V with the def2-TZVPD basis set

Its total energy is -30716.0825 eV. The net charge is 0. Its spin multiplicity is 1. The gap between HOMO and LUMO comes out at 0.3149 Ha. The calculation puts the LUMO energy at 0.725 eV. As for the energy relative to the best compared isomer or geometry (same formula, charge and spin): 192.24 kJ/mol.

Element x y z (Å)
C: 4.363447 -0.474151 0.212062
C: 3.943376 0.310428 -0.849608
C: 3.390467 -1.089419 1.025947
C: 2.623589 0.510780 -1.137730
C: 2.069641 -0.989007 0.665518
C: 1.723999 -0.128171 -0.314181
C: -2.362264 0.945919 -0.447527
C: -3.880609 -1.933806 1.020690
C: -3.987709 -0.570663 0.275333
C: -0.099675 1.351051 -0.246744
N: 0.356261 2.357895 -1.112797
O: -2.971062 1.787699 -1.013775
O: 0.361391 0.153130 -0.684596
O: -2.621648 -0.178706 0.130462
Cl: 0.166006 1.746691 1.472590
H: 5.421848 -0.467710 0.364852
H: 4.824302 0.593682 -1.448884
H: 3.670306 -1.701722 1.955219
H: 2.236762 1.191563 -2.042497
H: 1.347098 -1.422504 1.444374
H: -3.149738 -1.644313 1.814699
H: -4.826953 -2.240616 1.426517
H: -3.508411 -2.693928 0.319674
H: -4.422560 0.201799 0.847430
H: -4.625130 -0.735217 -0.628214
H: -0.174912 3.209725 -0.989819
H: 0.132188 1.909583 -2.058989

Force components x, y, z for each atom (eV/Å):
-1.4 0.0 0.8
2.2 -0.5 -0.6
2.3 -1.0 0.7
-0.5 1.5 -2.2
-1.4 -0.9 3.4
-1.9 1.3 -2.4
4.8 1.9 0.0
0.9 1.9 -0.2
-1.2 -2.4 -0.1
-3.0 -0.5 -0.3
-1.2 -0.9 -1.4
-1.0 -0.3 0.0
0.8 -1.4 1.4
0.1 -0.3 -0.8
0.0 -0.1 -0.3
0.4 -0.5 0.5
-1.0 0.6 -0.2
-0.4 1.0 -1.6
1.2 -1.8 2.4
0.7 0.7 -1.8
-0.5 -1.2 -0.3
-0.4 -0.1 0.3
0.1 0.2 0.5
-0.9 0.7 0.8
1.2 0.6 0.1
-0.1 0.2 -0.1
0.4 1.4 1.4

Results of the natural (NBO) charge analysis, in e, for atoms 1 through 4:
1. C -0.221
2. C -0.211
3. C -0.188
4. C -0.237

---

Formula: C24H36CrN3O7Si
Source: the OMol25 dataset
Level of theory: ωB97M-V with the def2-TZVPD basis set

Its total energy is -80576.7884 eV. The net charge is 0. Its spin multiplicity is 4. The gap between HOMO and LUMO (alpha / beta) comes out at 0.1807 / 0.1795 Ha. Its expectation value of S² is 3.77. The calculation puts the LUMO energy (alpha / beta) at -1.129 / -1.263 eV. As for the energy relative to the best compared isomer or geometry (same formula, charge and spin): 162.82 kJ/mol.

Element x y z (Å)
Cr: 0.525492 -0.631522 0.957858
C: 0.953805 -2.703268 2.989090
C: -0.448847 -2.200172 3.358191
N: -0.977239 -1.338955 2.297050
C: -1.733645 -0.186111 2.758896
C: -0.823942 1.067962 2.930645
N: 0.560840 0.807238 2.529530
C: 1.427296 0.366105 3.626406
C: 2.415780 -0.689412 3.126377
N: 1.729091 -1.675927 2.301008
H: 1.469694 -3.067017 3.888718
H: 0.841004 -3.521219 2.274520
H: -1.100366 -3.065747 3.526729
H: -0.424236 -1.634760 4.291435
H: -1.522769 -1.907928 1.658395
H: -2.480175 0.042603 1.997497
H: -2.256950 -0.396172 3.702741
H: -1.218972 1.862894 2.294596
H: -0.861003 1.424690 3.967601
H: 0.953786 1.652214 2.126003
H: 1.971807 1.206255 4.075491
H: 0.802921 -0.068083 4.407173
H: 3.164943 -0.209263 2.492187
H: 2.924767 -1.146009 3.986806
H: 2.424159 -2.144627 1.726064
O: 4.809429 -0.177047 -3.770903
C: 3.941218 -0.435442 -2.963973
C: 2.580929 -1.007572 -3.264336
O: 2.279596 -1.735931 -4.186380
C: 1.712926 -0.593177 -2.118303
C: 2.605279 -0.272087 -1.024949
O: 2.183916 -0.055518 0.163242
C: 3.981072 -0.177350 -1.481460
O: 4.979595 0.059324 -0.809402
O: 0.488923 -0.490665 -2.094970
C: -1.175633 -3.393068 -2.244265
Si: -0.062110 -3.630570 -0.715048
C: 1.466261 -4.616092 -1.307202
C: -1.049621 -4.736576 0.534919
O: 0.350210 -2.293098 0.014529
H: -1.356394 -4.350849 -2.723052
H: -0.671446 -2.748796 -2.955724
H: -2.137321 -2.944649 -2.012552
H: 1.140383 -5.554670 -1.742913
H: 2.191884 -4.838824 -0.528932
H: 1.974348 -4.056896 -2.085868
H: -1.454982 -5.594156 0.010641
H: -1.897293 -4.214039 0.975253
H: -0.434831 -5.124497 1.345095
C: -3.137276 5.868810 -3.106412
C: -2.377473 4.775890 -2.424557
C: -1.043685 4.937904 -2.068723
C: -0.324323 3.935580 -1.447804
C: 1.110958 4.191201 -1.096691
C: -0.962796 2.707855 -1.142483
C: -0.194455 1.671031 -0.510125
O: -0.629851 0.650615 0.063748
C: -2.317337 2.532409 -1.509513
C: -3.026637 1.240893 -1.253228
C: -2.990394 3.561817 -2.142420
H: -2.514706 6.748340 -3.245994
H: -4.012230 6.146778 -2.519303
H: -3.484389 5.533798 -4.083066
H: -0.555670 5.875098 -2.290333
H: 1.390423 5.207379 -1.362268
H: 1.766305 3.507602 -1.632912
H: 1.291228 4.059503 -0.031679
H: 0.890839 1.824539 -0.525285
H: -2.342663 0.401300 -1.363303
H: -3.856277 1.124812 -1.948427
H: -3.420944 1.220339 -0.234644
H: -4.022229 3.414980 -2.429032

Force components x, y, z for each atom (eV/Å):
1.4 -2.0 -0.8
-0.4 -0.4 0.2
0.5 -0.4 0.3
-0.2 0.0 -0.4
-0.4 0.5 0.2
-0.5 0.2 0.2
0.1 0.4 -0.3
0.5 -0.4 0.4
0.3 0.6 0.4
0.3 -0.2 -0.1
-0.1 0.0 -0.2
0.1 0.1 0.2
0.0 0.2 0.0
-0.1 0.0 -0.1
-0.1 0.0 -0.1
0.0 0.0 0.1
0.0 0.0 -0.2
0.1 -0.1 0.1
0.0 0.0 -0.2
0.0 0.0 0.0
-0.1 -0.1 -0.1
0.0 0.1 0.0
0.0 -0.1 0.0
0.0 0.0 -0.1
-0.1 0.1 -0.2
-0.3 -0.2 0.3
0.6 0.4 -0.4
-0.3 -0.6 0.0
0.0 0.3 0.0
1.3 0.7 0.5
0.5 -0.8 -3.3
-1.1 0.8 2.7
-0.4 -0.1 0.7
0.1 0.1 0.0
-1.0 0.0 -0.3
0.5 -0.1 0.7
-0.5 -1.6 -1.1
-0.7 0.5 0.3
0.5 0.4 -0.5
0.2 1.8 1.4
-0.1 -0.2 -0.1
0.2 0.2 -0.1
-0.2 0.1 0.1
-0.1 -0.3 -0.1
0.1 0.0 0.2
0.1 0.2 -0.2
-0.1 -0.3 -0.1
-0.2 0.2 0.1
0.1 0.0 0.1
0.0 0.0 0.0
0.1 -0.2 0.1
-0.1 0.0 0.0
0.0 -0.2 0.1
0.1 0.0 0.0
-0.5 0.3 -0.2
0.4 -0.4 -0.1
-0.7 1.3 -0.3
0.0 -0.1 0.1
0.0 -0.2 -0.1
0.0 0.0 0.0
0.0 0.1 0.0
0.0 0.0 0.0
0.0 0.0 0.0
0.1 0.1 0.0
0.0 0.0 0.0
0.2 0.0 0.0
0.1 0.0 0.1
0.0 -0.2 0.1
-0.2 -0.1 -0.1
-0.1 0.0 0.1
0.0 -0.1 0.0
-0.1 -0.1 0.0

Results of the Mulliken charge analysis, in e, for atoms 1 through 4:
1. Cr 0.371
2. C -0.582
3. C -0.764
4. N -0.161